1.
{"formula": "C37H46F13O8PS", "method": "ωB97M-V with the def2-TZVPD basis set", "species": ["S", "P", "F", "F", "F", "F", "F", "F", "F", "F", "F", "F", "F", "F", "F", "O", "O", "O", "O", "O", "O", "O", "O", "C", "C", "C", "C", "C", "C", "C", "C", "C", "C", "C", "C", "C", "C", "C", "C", "C", "C", "C", "C", "C", "C", "C", "C", "C", "C", "C", "C", "C", "C", "C", "C", "C", "C", "C", "C", "C", "H", "H", "H", "H", "H", "H", "H", "H", "H", "H", "H", "H", "H", "H", "H", "H", "H", "H", "H", "H", "H", "H", "H", "H", "H", "H", "H", "H", "H", "H", "H", "H", "H", "H", "H", "H", "H", "H", "H", "H", "H", "H", "H", "H", "H", "H"], "xyz": [[-7.70, -3.08, -1.79], [-8.76, -4.04, 4.80], [-6.72, -1.93, -2.48], [-6.44, 2.48, -1.91], [-5.25, 0.53, -2.05], [-8.71, -4.29, -1.18], [-8.31, -2.85, 0.78], [-8.21, 0.49, -1.96], [-8.97, -2.49, -2.72], [-8.13, 1.53, 0.07], [-9.59, -1.56, -0.56], [-7.63, -0.47, 1.40], [-7.32, -4.09, -3.06], [-6.46, -3.79, -0.93], [-5.89, -1.17, 0.15], [-9.21, -4.04, 6.38], [-7.26, -4.76, 5.19], [5.52, 3.32, -2.68], [6.69, 1.33, -5.13], [-9.25, -5.31, 4.09], [-10.21, -3.18, 4.42], [1.07, 3.37, 0.45], [0.31, 3.89, -5.04], [2.17, 3.74, -1.74], [-2.27, 3.70, -3.44], [7.48, -2.89, 0.34], [-7.22, -5.79, 6.16], [-10.48, -4.57, 6.74], [6.70, -1.18, 3.23], [5.43, 1.97, -4.74], [-7.45, 0.58, -0.77], [-6.05, 1.31, -1.15], [8.38, -0.50, 1.22], [-1.89, 3.40, -0.44], [0.45, 3.82, -3.78], [-3.35, 3.43, -0.98], [7.13, 1.29, 2.60], [-3.51, 3.59, -2.52], [4.76, 4.39, -2.08], [9.85, -2.04, -0.25], [5.70, -0.17, 1.02], [-0.84, 3.67, -2.86], [8.51, 0.50, -1.74], [6.84, -1.58, -2.35], [-7.27, -0.79, 0.04], [1.91, 3.89, -3.14], [-5.24, 1.86, 0.12], [-10.28, -2.74, 3.06], [-4.65, 3.34, -0.04], [3.63, 3.76, -1.11], [8.31, -1.54, 0.01], [6.44, -0.84, -3.65], [5.67, 3.47, -4.12], [7.86, -0.87, -1.40], [6.99, -0.21, 1.97], [0.87, 3.52, -0.79], [-0.62, 3.51, -1.33], [7.07, 0.57, -3.95], [-8.24, -1.99, -0.38], [8.12, 1.26, -3.03], [10.40, -1.10, -0.63], [-5.45, 4.13, -0.32], [8.13, 1.44, 3.14], [5.68, -1.31, -4.37], [-6.28, -6.33, 6.05], [4.86, 0.40, 1.58], [-10.39, -5.06, 7.71], [3.95, 2.69, -0.79], [6.37, -2.60, -2.11], [3.64, 4.38, -0.13], [-4.29, 3.66, 1.01], [-2.38, 3.81, -4.57], [6.76, 3.73, -4.41], [-10.43, -3.58, 2.39], [-4.36, 1.14, 0.30], [7.15, 2.00, 1.69], [5.26, -1.19, 0.77], [4.71, 2.01, -5.64], [5.47, 4.97, -1.38], [4.88, 1.37, -3.93], [9.27, 1.02, -1.05], [7.64, -1.59, 3.74], [9.09, -0.97, 2.01], [-4.54, 3.66, -3.03], [-11.12, -2.06, 2.97], [-5.87, 1.80, 1.09], [5.94, 0.47, 0.09], [-7.25, -5.37, 7.16], [2.77, 4.06, -3.88], [-1.72, 3.29, 0.69], [4.35, 5.17, -2.81], [5.94, -1.98, 2.92], [8.84, 0.51, 0.96], [-9.36, -2.20, 2.80], [8.55, 2.28, -3.30], [4.89, 4.13, -4.62], [-11.20, -3.75, 6.83], [6.39, -2.85, 0.00], [-8.05, -6.50, 6.02], [7.59, -3.24, 1.42], [10.31, -2.41, 0.73], [6.21, 1.60, 3.21], [-10.85, -5.30, 6.01], [7.97, -3.72, -0.30], [6.17, -0.53, 4.03], [9.88, -2.83, -1.09]], "multiplicity": 1, "smiles": "CC(C)(C)CC(C)(C)c1ccc(OCCOCCC2=CC(=O)c3ccc(CCC(F)(F)C(F)(F)C(F)(F)C(F)(F)S(F)(F)(F)(F)F)cc3C2=O)cc1.COP(=O)(OC)OC", "total_charge": 0, "gap_ev": 5.64, "lumo_energy_ev": -2.596}


2.
{"formula": "C2H2OS", "method": "ωB97M-V with the def2-TZVPD basis set", "species": ["S", "O", "C", "C", "H", "H"], "xyz": [[0.98, -1.66, -1.15], [2.59, -0.42, -0.42], [-0.36, -0.61, -0.77], [-1.54, -0.39, -0.67], [-2.49, 0.17, -0.75], [3.42, -0.63, -0.98]], "multiplicity": 1, "total_charge": 0, "gap_ev": 7.73, "e_above_lowest_ev": 3.405, "lumo_energy_ev": -1.754}


3.
{"formula": "C23H28F2N2O4", "method": "ωB97M-V with the def2-TZVPD basis set", "species": ["F", "F", "O", "O", "O", "O", "N", "N", "C", "C", "C", "C", "C", "C", "C", "C", "C", "C", "C", "C", "C", "C", "C", "C", "C", "C", "C", "C", "C", "C", "C", "H", "H", "H", "H", "H", "H", "H", "H", "H", "H", "H", "H", "H", "H", "H", "H", "H", "H", "H", "H", "H", "H", "H", "H", "H", "H", "H", "H"], "xyz": [[-0.66, 3.58, -0.83], [1.29, 2.68, -1.07], [-0.03, 0.96, 2.06], [0.95, 1.93, 5.51], [-0.54, 1.38, -1.32], [0.60, -3.81, 0.03], [-2.08, -1.88, -2.72], [2.01, 1.18, 2.98], [-0.90, 1.49, -2.67], [1.75, -3.71, 2.03], [-1.71, 1.55, -5.31], [2.00, -1.70, 3.32], [2.23, -3.06, 3.14], [0.99, -3.03, 1.07], [-2.32, -0.54, -2.21], [-0.42, 2.48, -3.51], [0.26, -2.31, -1.93], [-0.41, 2.19, 5.27], [1.27, -1.01, 2.36], [1.87, 2.57, 3.32], [-2.19, 0.57, -4.46], [-0.27, -3.42, -1.02], [-1.69, -3.11, -0.57], [1.85, 2.77, 4.84], [1.00, 0.45, 2.47], [-0.83, 2.50, -4.84], [0.74, -1.68, 1.25], [-2.57, -2.91, -1.82], [-1.80, 0.53, -3.13], [-0.71, -2.16, -3.12], [0.01, 2.41, -0.66], [-0.70, 1.93, 4.25], [-1.90, -0.38, -1.21], [-2.03, 1.57, -6.35], [-0.64, 3.25, 5.45], [-0.37, -1.35, -3.77], [-2.87, -0.19, -4.82], [0.93, 2.91, 2.87], [0.33, -1.36, -1.41], [-3.59, -2.65, -1.52], [0.15, -1.09, 0.57], [0.03, 2.16, 0.41], [2.83, 2.53, 5.26], [-0.45, 3.27, -5.49], [2.36, -1.20, 4.20], [1.93, -4.76, 1.88], [2.70, 3.15, 2.89], [2.82, 0.70, 3.35], [1.63, 3.83, 5.06], [1.25, -2.57, -2.30], [2.79, -3.61, 3.89], [-2.08, -3.93, 0.02], [-3.41, -0.43, -2.14], [-0.73, -3.09, -3.69], [-0.97, 1.58, 5.97], [-0.31, -4.34, -1.62], [-1.71, -2.21, 0.05], [0.27, 3.23, -3.16], [-2.60, -3.85, -2.38]], "multiplicity": 1, "smiles": "COCCNC(=O)c1cccc(OC2CCN(Cc3ccccc3OC(F)F)CC2)c1", "total_charge": 0, "gap_ev": 9.25, "e_above_lowest_ev": 1.619, "lumo_energy_ev": 0.776}


4.
{"formula": "C8H5ClN2S2", "method": "ωB97M-V with the def2-TZVPD basis set", "species": ["Cl", "S", "S", "N", "N", "C", "C", "C", "C", "C", "C", "C", "C", "H", "H", "H", "H", "H"], "xyz": [[-3.59, 2.30, 0.30], [-1.97, -1.68, -0.11], [-4.09, -1.79, -0.35], [-1.03, 0.89, 0.08], [-4.42, -0.10, -0.11], [2.97, -0.36, -0.03], [2.51, 0.64, -0.92], [2.13, -0.90, 0.87], [1.17, 1.00, -0.81], [0.25, 0.39, 0.02], [-2.01, 0.10, -0.01], [0.82, -0.57, 1.01], [-3.37, 0.59, 0.10], [4.18, -0.80, -0.13], [0.92, 1.84, -1.57], [3.12, 1.24, -1.55], [0.02, -1.26, 1.71], [2.41, -1.56, 1.53]], "multiplicity": 1, "smiles": "Clc1nss/c1=N\\c1ccccc1", "total_charge": 0, "gap_ev": 7.96, "e_above_lowest_ev": 0.347, "lumo_energy_ev": -0.578}